Entry from the OMol25 dataset: 6 unconnected molecules or ions with the total composition C23H52NO23PS6 in a non-equilibrium geometry (wB97M-V/def2-TZVPD).

Calculated values
Structure (SMILES): CC(=O)N(C)[C@@]1(CC(=O)O)OC(=O)O[C@@H]1P(O)(O)=S.CCOS(C)(=O)=O.CCOS(C)(=O)=O.CCOS(C)(=O)=O.CCOS(C)(=O)=O.CCOS(C)(=O)=O
Orbital gap (eV): 9.67
E_HOMO (hartree): -0.3522
Charge: 0

Positions of all 106 atoms, in Å:
1 C -1.65590 5.32500 0.33457
2 C -1.12555 4.35770 -0.69480
3 O -1.51954 4.41684 -1.84446
4 N -0.08263 3.45259 -0.27350
5 C 0.83992 3.18986 -1.39025
6 C -0.52773 2.23986 0.40138
7 C -2.01612 2.03358 0.64727
8 C -2.70467 1.41280 -0.54397
9 O -2.50864 1.70373 -1.69555
10 O -3.56582 0.45135 -0.17399
11 O -0.08591 1.01210 -0.25185
12 C 0.15683 0.09328 0.70888
13 O 0.30984 -1.07925 0.50330
14 O 0.16296 0.68259 1.94945
15 C 0.36325 2.05803 1.62161
16 P 0.34348 3.27511 2.97694
17 O 0.92320 4.64538 2.36492
18 O 1.46743 2.79269 4.01927
19 S -1.34899 3.56143 3.82959
20 H -2.08498 4.83116 1.19796
21 H -0.80841 5.89209 0.70218
22 H -2.39999 5.94141 -0.14032
23 H 1.65597 2.55190 -1.09882
24 H 1.25453 4.14176 -1.69438
25 H 0.32318 2.78386 -2.25103
26 H -2.53000 2.91138 1.00590
27 H -2.09717 1.30021 1.44157
28 H -3.85782 -0.00437 -0.97761
29 H 1.39158 2.06885 1.24218
30 H 1.26179 5.16760 3.10017
31 H 2.08265 2.20168 3.56797
32 C -4.05642 -5.68605 -3.37009
33 C -4.43913 -5.01005 -2.06823
34 O -3.33723 -4.25747 -1.50984
35 S -2.98506 -2.85342 -2.16318
36 C -1.91522 -2.26790 -0.89985
37 O -4.17267 -2.04569 -2.18925
38 O -2.23270 -3.06628 -3.35917
39 H -3.87044 -4.95269 -4.15335
40 H -4.85778 -6.34294 -3.70624
41 H -3.14298 -6.26810 -3.24480
42 H -5.31000 -4.36626 -2.19529
43 H -4.69632 -5.76150 -1.32465
44 H -2.48241 -2.14045 0.01769
45 H -1.51511 -1.31471 -1.23399
46 H -1.10972 -2.98275 -0.76644
47 C 6.78071 2.45496 -0.35852
48 C 6.87577 3.69351 0.51046
49 O 5.79217 4.62201 0.27187
50 S 4.37143 4.27897 0.88397
51 C 3.62643 5.84796 0.61454
52 O 4.51065 4.05379 2.29438
53 O 3.72100 3.31340 0.05109
54 H 5.91931 1.84541 -0.08876
55 H 7.67724 1.84669 -0.24160
56 H 6.67074 2.72889 -1.40715
57 H 6.91448 3.43629 1.57038
58 H 7.78386 4.24449 0.27690
59 H 4.13987 6.58942 1.22039
60 H 2.58432 5.75974 0.91483
61 H 3.69563 6.08944 -0.44265
62 C 6.05023 2.51365 4.95746
63 C 4.80200 2.43918 5.81202
64 O 4.84302 1.35544 6.76385
65 S 5.74459 1.54413 8.06198
66 C 5.11488 0.17235 8.96680
67 O 5.36829 2.76322 8.70813
68 O 7.11064 1.29390 7.72441
69 H 6.91890 2.78910 5.55431
70 H 5.92230 3.25899 4.17364
71 H 6.26216 1.54688 4.49949
72 H 4.61911 3.38052 6.33192
73 H 3.93376 2.24338 5.18761
74 H 4.06649 0.34904 9.18845
75 H 5.69208 0.10265 9.88561
76 H 5.24414 -0.72764 8.37235
77 C 2.49682 -0.71633 -1.38757
78 C 3.15612 -1.98589 -1.88399
79 O 3.02910 -2.14531 -3.31095
80 S 3.97308 -1.26419 -4.23963
81 C 3.66235 -2.12446 -5.74261
82 O 5.33157 -1.46668 -3.83620
83 O 3.43762 0.05728 -4.33743
84 H 3.02369 0.16675 -1.75325
85 H 2.50935 -0.69395 -0.30428
86 H 1.47262 -0.65572 -1.74280
87 H 4.20860 -2.02936 -1.59831
88 H 2.66563 -2.85376 -1.44696
89 H 4.03746 -3.13944 -5.65063
90 H 4.18995 -1.59304 -6.53100
91 H 2.59287 -2.11692 -5.93394
92 C -10.38950 -5.20593 -1.17090
93 C -9.77731 -6.47994 -1.71883
94 O -9.91504 -6.58798 -3.15113
95 S -8.94688 -5.70790 -4.05661
96 C -9.28458 -6.51063 -5.58548
97 O -7.59367 -5.96688 -3.66690
98 O -9.44048 -4.36934 -4.11486
99 H -9.83847 -4.32716 -1.50248
100 H -10.37810 -5.22386 -0.08104
101 H -11.41755 -5.09648 -1.51489
102 H -8.72562 -6.56792 -1.44162
103 H -10.29424 -7.34670 -1.31231
104 H -8.94068 -7.53917 -5.52691
105 H -8.74130 -5.97056 -6.35721
106 H -10.35311 -6.46429 -5.77527

Forces on atoms 1 to 6 (eV/Å):
0.369 -0.554 -0.082
-1.219 0.240 -1.224
0.999 0.020 1.162
-0.534 -0.600 -0.687
-0.068 0.325 -0.324
0.632 0.757 0.335

Atomic partial charges in e from the Löwdin method, atoms 1 to 99: 0.01, -0.44, 0.12, 0.00, -0.02, -0.36, 0.01, -0.49, 0.15, 0.12, 0.09, -0.52, 0.14, 0.07, -0.29, 0.24, -0.21, -0.18, 0.36, 0.04, 0.08, 0.09, 0.07, 0.10, 0.10, 0.11, 0.13, 0.10, 0.14, 0.09, 0.07, -0.07, -0.24, -0.26, 0.58, -0.13, -0.28, -0.27, 0.07, 0.07, 0.08, 0.11, 0.12, 0.08, 0.06, 0.08, -0.07, -0.24, -0.25, 0.57, -0.11, -0.29, -0.28, 0.07, 0.08, 0.09, 0.11, 0.12, 0.08, 0.05, 0.08, -0.07, -0.24, -0.26, 0.57, -0.12, -0.27, -0.27, 0.07, 0.05, 0.09, 0.12, 0.10, 0.07, 0.08, 0.07, -0.07, -0.23, -0.26, 0.57, -0.12, -0.28, -0.27, 0.08, 0.07, 0.08, 0.12, 0.12, 0.07, 0.08, 0.08, -0.07, -0.25, -0.26, 0.57, -0.12, -0.28, -0.27, 0.07